Formula: C35H71Br2Cl20N5OP
Source: OMol25
Level of theory: ωB97M-V/def2-TZVPD

Summary:
HOMO energy = -0.39593 Eh
Kohn-Sham gap = 7.678 eV
lowest unoccupied orbital energy = -3.1 eV
charge = +1

Last column: Mulliken charge in e.
Atoms and positions in Å:
N1 -0.048 2.519 0.945  -0.223
C1 -1.303 -0.594 1.073  -0.087
C2 2.642 -5.739 0.245  -1.423
C3 1.308 -2.221 6.199  -0.678
Br1 -2.452 -6.868 1.221  -0.049
H1 -2.123 6.158 -4.137  0.104
H2 2.005 3.206 -1.886  0.025
C4 -1.195 -2.850 0.648  0.456
C5 1.320 -4.949 0.204  0.736
Cl1 1.821 -2.571 4.530  0.091
Cl2 -2.152 1.899 -4.195  0.006
H3 6.300 -4.328 5.171  0.285
C6 5.777 5.239 -2.542  -0.521
H4 8.096 -5.432 3.956  0.346
Cl3 1.334 -5.410 -3.796  -0.099
C7 1.246 2.770 -3.865  0.166
H5 -5.528 6.132 4.350  0.326
C8 -4.419 0.754 -5.196  -0.189
H6 0.290 1.839 0.271  -0.269
Cl4 6.883 -6.526 2.267  -0.183
C9 0.138 -0.954 0.672  0.217
H7 -0.458 -2.265 7.406  0.395
H8 -4.330 1.790 -3.327  0.260
Br2 -1.148 -4.400 2.935  0.067
H9 -1.464 -0.869 2.121  0.441
H10 -5.681 5.100 -1.404  0.139
H11 -7.004 5.135 -2.583  0.398
H12 3.325 -5.351 0.993  0.243
H13 -3.290 -4.350 -1.143  0.195
Cl5 -4.925 5.493 -3.600  -0.147
H14 7.307 -4.288 2.858  0.272
C10 6.237 4.290 -3.618  -0.450
Cl6 2.846 2.319 -4.510  -0.191
N2 -0.806 1.553 3.008  -0.440
C11 2.811 -2.549 0.149  -1.011
H15 0.890 -1.647 -3.202  0.334
H16 -0.672 7.258 -1.678  0.380
H17 -0.519 -3.347 6.007  0.205
H18 -2.428 7.053 -1.793  -0.098
H19 -5.507 0.710 -5.155  0.388
Cl7 6.363 2.615 -3.022  -0.169
Cl8 1.302 0.949 -1.833  -0.104
H20 -0.466 2.376 3.500  0.334
C12 -6.093 5.635 -2.257  -0.395
Cl9 0.735 -7.854 -1.536  -0.129
H21 -1.626 1.247 3.526  0.247
H22 0.726 2.641 1.592  0.273
C13 -1.851 0.817 0.889  -2.254
Cl10 -4.372 4.163 4.937  -0.185
H23 1.055 -4.722 -0.832  -0.299
H24 -1.884 1.132 -0.154  0.364
H25 0.249 3.050 -1.997  -0.451
C14 4.544 0.876 5.669  -0.467
Cl11 4.543 -4.514 3.626  -0.024
C15 5.737 0.489 4.838  -0.556
H26 1.103 -7.304 -5.162  0.355
Cl12 -1.328 4.996 -1.609  -0.047
H27 5.554 4.291 -4.464  0.299
C16 -2.211 -1.184 -1.211  -0.949
H28 1.638 -1.216 6.441  0.266
C17 -5.572 5.103 4.005  -0.421
H29 -4.014 -0.199 -4.861  0.068
C18 -3.931 1.892 -4.336  -0.687
C19 -1.410 6.819 -3.653  -0.253
N3 -2.217 3.057 1.660  -0.276
H30 -3.022 -6.063 -1.324  0.647
H31 -6.126 5.474 1.970  0.369
C20 0.305 -7.886 -3.267  -0.523
H32 6.591 0.292 5.485  0.311
C21 1.196 2.667 -2.369  0.561
H33 -6.705 7.634 -2.790  0.366
Cl13 3.184 1.433 4.652  -0.126
C22 -1.201 1.974 1.660  0.597
H34 3.135 -5.658 -0.725  0.343
H35 5.824 -6.014 4.905  0.355
H36 0.250 -8.931 -3.567  0.392
H37 -5.233 3.963 2.212  0.265
H38 -7.215 7.095 -1.184  0.324
H39 0.409 -0.633 -0.332  -1.083
C23 -5.315 5.003 2.524  -0.507
N4 1.145 -0.548 1.608  0.162
C24 -1.469 6.691 -2.155  -0.310
H40 -2.673 3.122 2.565  0.070
H41 6.387 5.151 -1.646  0.328
C25 -6.406 7.068 -1.912  -0.506
C26 -0.764 -2.651 -2.788  0.191
H42 -3.086 -1.854 0.675  1.017
Cl14 -3.810 5.824 2.052  -0.158
N5 0.037 -2.461 0.759  0.855
H43 0.504 2.122 -4.321  0.180
H44 3.305 -1.830 0.796  0.276
C27 -2.089 -1.689 0.264  1.437
H45 1.514 0.369 1.404  0.303
C28 -1.571 -4.210 1.089  -1.712
H46 -1.503 -0.376 -1.393  0.007
C29 1.331 -7.169 -4.106  -0.585
H47 -6.551 4.690 4.239  0.318
H48 0.519 -5.546 0.636  0.030
H49 5.999 1.286 4.147  0.337
P1 1.511 -3.378 1.148  0.105
C30 7.172 -5.204 3.428  -0.417
Cl15 -3.966 0.965 -6.904  -0.191
H50 3.518 -3.308 -0.175  0.675
H51 2.405 -2.002 -0.704  0.172
H52 -2.338 -1.399 -3.291  0.215
H53 -3.195 -0.710 -1.249  0.480
H54 5.827 6.263 -2.906  0.308
Cl16 5.456 -0.993 3.884  -0.099
C31 6.043 -5.069 4.416  -0.667
H55 4.806 1.706 6.322  0.355
Cl17 4.082 4.934 -2.078  -0.117
C32 -2.131 -2.072 -2.452  -1.055
H56 -0.679 -7.437 -3.374  0.276
Cl18 -5.017 7.901 -1.169  -0.178
H57 -1.731 3.933 1.508  0.262
C33 -2.544 -5.132 -1.027  -0.767
H58 -4.240 2.853 -4.736  0.337
H59 -2.913 -2.823 -2.495  0.507
H60 -1.631 7.846 -3.940  0.382
H61 2.334 -7.539 -3.909  0.349
H62 7.228 4.583 -3.961  0.330
C34 -0.182 -2.375 6.359  -0.520
H63 -1.691 -4.981 -1.686  -0.101
H64 -2.894 0.795 1.217  0.318
H65 4.195 0.044 6.276  0.245
H66 -0.217 -3.004 -1.908  -0.518
C35 -2.135 -5.211 0.410  0.492
O1 -0.025 -1.667 -3.500  -0.546
Cl19 -1.084 -1.134 5.443  -0.117
H67 1.815 -2.930 6.854  0.346
H68 1.048 3.797 -4.163  -0.022
H69 0.810 -0.587 2.564  0.058
Cl20 0.214 6.446 -4.297  -0.203
H70 2.460 -6.795 0.416  0.400
H71 -0.903 -3.522 -3.437  0.418

---

Formula: C35H71Cl54N2O3S2
Source: OMol25
Level of theory: ωB97M-V/def2-TZVPD

Summary:
HOMO energy = -0.41365 Eh
Kohn-Sham gap = 6.961 eV
lowest unoccupied orbital energy = -4.3 eV
charge = +1

Last column: Mulliken charge in e.
Atoms and positions in Å:
Cl1 12.875 -2.766 3.022  -0.130
Cl2 -3.262 -3.219 1.682  -0.166
H1 0.549 0.752 -1.660  0.325
Cl3 1.034 7.012 -2.899  -0.118
H2 3.615 1.803 7.889  0.312
H3 -0.245 -0.846 -1.636  -0.081
H4 -7.799 1.506 3.062  0.184
C1 2.090 2.573 -6.894  0.783
Cl4 -4.735 -5.661 -4.834  -0.159
H5 -7.072 -6.107 5.238  -0.161
Cl5 3.292 2.225 -5.638  -0.110
H6 0.302 0.188 1.158  0.235
H7 -9.611 -4.254 3.203  -0.581
Cl6 9.639 7.747 -4.784  -0.158
C2 -9.799 -2.905 -6.796  0.025
H8 -2.430 0.687 -7.654  0.253
H9 6.375 -0.225 4.169  0.370
C3 2.853 2.159 7.204  -0.388
Cl7 4.354 -1.351 -4.221  -0.158
C4 -4.441 3.818 2.576  -0.028
H10 -5.334 -4.099 -3.181  -0.206
Cl8 -6.023 -7.979 4.273  -0.189
Cl9 -7.273 -4.250 -4.500  -0.129
S1 -1.187 4.088 0.323  0.412
H11 -1.168 -0.588 0.431  0.121
H12 0.707 5.177 0.182  0.330
Cl10 -9.991 -1.147 -6.748  -0.158
C5 3.484 0.697 -1.584  0.083
H13 -10.433 -3.347 -6.036  0.277
Cl11 10.066 2.818 0.676  -0.111
H14 0.414 2.502 1.223  0.541
H15 -7.816 0.048 4.080  0.068
Cl12 8.055 -0.922 -0.954  -0.003
H16 -2.647 4.877 -7.219  0.189
H17 8.874 8.966 -2.922  0.283
H18 -1.506 0.193 -9.091  0.330
H19 5.717 3.044 0.572  0.233
C6 2.600 0.215 -0.389  0.160
C7 9.120 7.925 -3.103  0.048
Cl13 -0.162 0.311 -7.157  -0.156
N1 -2.527 3.798 -0.676  -0.134
Cl14 2.750 2.321 -8.511  -0.152
H20 3.671 -0.180 -2.229  -0.633
H21 2.639 7.064 -4.632  -0.270
Cl15 -5.725 5.251 -8.035  -0.133
Cl16 -4.691 5.051 -5.313  -0.069
H22 3.096 3.160 6.864  0.278
O1 -1.093 1.441 0.224  -0.245
H23 5.188 0.410 3.007  -0.358
H24 3.487 -2.300 3.082  0.300
C8 -7.694 0.426 3.070  0.054
C9 11.653 -2.985 4.281  -0.235
C10 -0.209 2.507 0.306  -0.548
H25 1.237 1.904 -6.756  -0.393
C11 -3.012 0.427 -2.145  1.130
O2 1.641 -0.747 -0.807  -0.474
Cl17 -4.297 -2.841 -1.026  -0.151
H26 2.447 8.652 -3.839  0.371
H27 -6.900 4.725 -6.066  0.296
Cl18 2.799 1.081 5.802  -0.036
H28 -5.409 -3.724 0.857  -0.083
H29 -2.107 6.570 -7.231  0.364
Cl19 10.388 7.436 -1.975  -0.152
Cl20 -1.244 5.340 -9.043  -0.153
Cl21 -5.865 3.681 3.604  -0.166
N2 -0.120 5.202 -0.429  -0.524
H30 1.841 -2.284 3.753  0.392
C12 1.929 7.781 -4.228  0.109
H31 1.778 3.608 -6.800  -0.169
C13 12.969 0.561 2.619  -0.037
H32 6.390 6.569 -6.318  0.330
C14 -13.021 -5.080 6.466  -0.332
H33 -6.416 6.436 -6.124  0.303
H34 8.247 7.302 -2.940  -0.018
H35 10.360 4.860 1.809  0.334
H36 10.284 -1.602 -0.627  0.035
O3 4.748 1.056 -1.021  -0.024
Cl22 5.724 6.618 -4.058  -0.138
H37 11.897 -3.873 4.854  0.300
Cl23 4.048 6.359 -6.436  -0.089
Cl24 11.587 -1.601 5.380  -0.162
C15 -6.043 -6.432 5.128  0.126
H38 -5.134 -1.975 0.996  -0.152
Cl25 -4.424 1.154 -2.924  -0.170
H39 13.952 0.104 2.658  0.367
H40 -6.168 -5.655 -2.968  0.288
H41 -2.394 1.218 -1.738  -0.667
H42 10.802 3.467 2.817  0.069
C16 5.179 2.342 -1.442  -0.081
C17 5.556 7.004 -5.778  -0.371
Cl26 -8.942 -0.275 2.038  -0.149
H43 6.328 -2.497 -3.646  0.393
H44 -13.724 -5.889 6.633  0.335
C18 -9.503 -3.891 2.179  1.082
Cl27 12.215 0.139 1.075  -0.089
C19 -0.383 0.175 0.293  -0.063
Cl28 1.302 2.204 8.049  -0.158
H45 -5.588 -6.566 6.104  0.304
H46 3.287 -0.294 0.305  0.360
Cl29 8.493 3.905 2.887  -0.118
H47 2.156 1.075 0.154  -0.282
C20 -5.350 -11.696 5.298  0.049
Cl30 -10.751 -4.637 1.171  -0.188
Cl31 1.853 -2.630 1.424  -0.090
Cl32 -12.605 -5.034 4.746  -0.089
H48 -13.471 -4.133 6.742  0.270
H49 -10.480 -2.783 6.228  0.241
H50 6.438 3.989 -0.729  0.344
Cl33 -8.519 -1.890 5.271  -0.140
H51 4.345 3.069 -1.540  0.239
Cl34 -4.912 -12.102 6.963  -0.118
C21 -1.501 0.812 -8.200  -0.366
C22 2.469 -1.953 2.933  -0.408
Cl35 -0.517 5.135 -6.238  0.029
Cl36 0.843 8.289 -5.521  -0.114
Cl37 5.897 2.056 4.523  -0.176
Cl38 -7.876 -4.283 1.599  -0.114
C23 6.172 2.954 -0.433  -0.989
Cl39 -3.095 4.625 3.392  -0.175
Cl40 -6.732 -12.645 4.743  -0.152
H52 7.113 2.392 -0.362  0.115
H53 -5.606 -10.643 5.253  -0.046
H54 10.683 -3.101 3.808  0.245
H55 -4.127 2.816 2.298  0.092
H56 0.219 4.816 -1.319  0.237
H57 5.657 2.278 -2.442  0.215
Cl41 2.465 -0.178 2.912  -0.144
Cl42 4.956 -2.817 -1.759  -0.123
C24 -1.806 5.539 -7.386  -0.393
H58 -3.496 -12.452 9.433  0.099
Cl43 -9.448 -4.668 5.268  -0.210
H59 -4.700 4.386 1.688  0.276
H60 0.447 2.570 -0.593  0.351
H61 -8.759 -3.148 -6.602  0.013
H62 12.353 0.183 3.426  -0.073
C25 -5.847 -4.909 -3.687  0.208
H63 6.123 -1.004 -2.706  -0.184
Cl44 7.408 0.829 2.343  -0.065
C26 -6.103 5.416 -6.320  -0.416
C27 9.466 -1.945 -1.253  -0.142
H64 -4.502 -11.901 4.654  0.280
C28 -9.455 -3.126 6.130  -0.365
C29 6.118 0.612 3.527  0.233
C30 -3.452 -11.927 10.382  -0.092
Cl45 -1.338 2.508 -8.680  -0.056
Cl46 -3.677 -10.199 10.086  -0.141
C31 -4.699 -2.920 0.697  0.567
H65 -3.351 -0.228 -1.347  -0.139
Cl47 -5.146 -5.191 4.247  -0.080
H66 3.017 1.531 -2.138  0.375
C32 0.373 -0.156 -1.037  -0.061
Cl48 13.167 2.306 2.816  -0.175
H67 -9.018 -3.275 7.111  0.385
Cl49 -6.076 0.001 2.498  -0.131
C33 -2.355 4.203 -1.849  0.238
Cl50 -2.049 -0.518 -3.287  -0.163
Cl51 -10.253 -3.562 -8.372  -0.153
C34 5.622 -1.877 -3.103  0.119
H68 5.558 8.082 -5.896  0.333
Cl52 -1.892 -12.259 11.143  -0.156
C35 10.083 3.855 2.110  -0.192
H69 -9.629 -2.815 2.152  -0.190
H70 9.211 -2.970 -1.005  0.294
Cl53 9.970 -1.874 -2.945  -0.166
S2 -2.113 4.458 -3.377  0.072
H71 -4.242 -12.275 11.037  0.288
Cl54 -11.594 -5.350 7.480  -0.141

---

Formula: C35H71N2NbO13P
Source: OMol25
Level of theory: ωB97M-V/def2-TZVPD

Summary:
HOMO energy = -0.18747 Eh
Kohn-Sham gap = 6.820 eV
lowest unoccupied orbital energy = 1.7 eV
charge = -1

Last column: Mulliken charge in e.
Atoms and positions in Å:
O1 -3.510 -7.390 2.316  -0.282
C1 4.386 4.966 6.935  0.603
C2 4.496 3.319 5.410  -0.566
C3 2.073 -1.428 1.325  -0.763
O2 2.179 11.556 3.495  -0.536
O3 1.713 1.556 1.046  -0.202
H1 4.970 -3.651 0.974  0.285
H2 1.830 3.327 4.747  0.304
H3 -3.225 3.754 -2.915  0.548
C4 -1.087 2.596 -4.323  -1.202
H4 -2.559 -1.757 -0.346  0.194
H5 -4.706 2.828 -1.443  0.381
O4 4.563 5.586 7.937  -0.553
H6 0.884 1.925 -4.686  0.395
C5 -2.207 -4.000 -1.860  -0.812
H7 -2.762 -5.612 3.138  0.083
H8 4.262 5.105 4.218  0.222
C6 -2.464 0.230 -1.125  1.700
H9 5.210 2.924 4.691  0.327
H10 -1.687 0.988 -1.242  -0.281
Nb1 -0.093 -1.043 0.701  -0.291
H11 3.809 8.634 5.216  0.210
C7 -3.356 -6.484 3.424  -0.243
O5 1.206 1.905 2.308  -0.432
H12 -0.843 -4.393 0.645  -0.083
H13 -0.324 -2.359 -5.143  -0.059
H14 -1.955 -2.642 -3.990  -0.324
H15 -1.486 -0.411 -5.949  0.130
P1 -0.555 -3.436 1.653  0.448
H16 -2.558 -5.373 -4.874  0.460
C8 2.178 7.988 6.448  -1.273
H17 -0.254 -4.963 -4.903  0.346
H18 6.398 -0.970 0.900  0.364
C9 2.910 9.055 5.677  0.599
H19 -2.422 0.948 -3.719  -0.210
C10 -2.681 -7.360 4.444  0.571
H20 -4.081 -3.331 -2.572  0.395
H21 0.893 -3.244 -6.008  0.354
H22 0.575 -3.865 2.413  0.002
H23 -0.734 2.200 -6.802  0.439
H24 -4.349 -6.150 3.734  0.285
C11 -2.445 2.023 -3.872  0.103
O6 2.095 9.600 4.621  -0.357
C12 -2.319 -4.401 -5.300  -0.929
O7 -3.894 -9.611 2.205  -0.562
H25 1.773 4.881 3.940  0.337
C13 -0.610 -2.429 -7.261  -0.752
H26 4.178 10.232 6.999  0.308
C14 0.017 -1.032 -7.341  -1.041
C15 0.604 1.074 0.275  -0.652
H27 -3.193 2.230 -4.636  0.538
C16 -4.139 2.056 -1.964  -0.913
C17 3.132 -1.148 0.306  0.537
H28 -3.810 1.398 0.062  0.438
H29 -4.814 1.671 -2.730  0.371
H30 -2.117 2.873 -1.915  0.390
H31 -2.616 -4.495 -0.983  0.476
H32 -2.936 -4.318 -6.190  0.413
H33 3.891 2.500 5.805  0.329
H34 -4.589 0.200 -0.937  0.231
C18 3.666 4.450 4.861  0.698
C19 -3.275 -3.954 -2.956  -0.981
C20 2.493 10.884 4.423  0.618
C21 -3.587 -8.641 2.824  0.655
O8 -3.267 -8.644 4.147  -0.379
H35 -3.567 -2.766 -4.702  0.373
H36 0.980 -0.985 -6.834  0.553
H37 -2.515 -0.305 -2.075  -0.533
H38 5.755 -0.659 -0.727  0.337
C22 5.503 -0.704 0.340  -1.010
H39 -2.412 -6.032 6.109  0.394
H40 -0.262 1.725 0.425  0.487
C23 -0.922 0.031 -6.769  -0.313
C24 -3.806 0.956 -0.934  -1.125
C25 2.413 4.022 4.141  -1.486
H41 2.442 10.576 7.165  0.300
H42 -2.569 -7.741 6.555  0.357
H43 -0.191 -1.256 -1.858  0.175
C26 3.233 10.299 6.465  -0.470
H44 -3.992 -6.835 6.071  0.349
H45 2.307 -0.850 2.223  0.112
N1 -1.787 -3.334 2.700  -0.658
H46 -1.691 -2.295 -7.294  0.349
H47 1.816 7.212 5.777  0.227
H48 -1.607 -7.434 4.253  0.236
H49 3.781 -3.420 -0.269  0.327
C27 -2.229 -0.778 0.020  -1.126
H50 -3.659 -4.956 -3.136  0.428
O9 0.314 -1.746 -1.189  -0.783
H51 -1.245 3.363 -5.079  0.418
H52 0.787 1.337 -6.821  0.501
C28 -0.826 -4.433 -5.661  -1.118
C29 -2.748 -3.331 -4.267  0.350
C30 -2.926 -6.964 5.878  -1.466
O10 3.008 -0.548 -0.714  -0.520
C31 -2.940 2.745 -2.613  -1.031
C32 -0.121 1.542 -4.865  -0.240
H53 -1.872 -3.003 -1.603  0.008
C33 -0.183 -3.086 -5.940  -0.092
H54 -1.624 0.255 -7.573  0.322
O11 5.175 3.952 6.507  -0.350
H55 5.464 -3.033 -0.620  0.355
H56 0.933 1.101 -0.761  0.322
H57 -0.175 0.594 -4.335  0.092
O12 3.300 11.296 5.437  -0.334
H58 2.197 -2.476 1.607  0.535
N2 4.458 -1.650 0.678  0.149
H59 2.654 3.539 3.197  0.448
H60 1.566 1.222 2.892  0.289
O13 3.364 5.183 6.070  -0.286
H61 0.226 -0.822 -8.390  0.375
C34 -0.215 1.338 -6.396  -1.125
H62 -0.628 3.100 -3.475  0.523
H63 -0.507 -0.453 2.388  0.049
H64 1.305 8.403 6.957  0.407
H65 -1.360 -4.603 -2.187  0.385
H66 -0.730 -5.042 -6.563  0.378
H67 2.832 7.530 7.189  0.294
H68 -2.097 -2.371 2.764  0.115
C35 4.692 -2.994 0.148  -0.977
H69 -2.892 -0.574 0.860  0.628
H70 -0.276 -3.067 -8.073  0.419
H71 5.191 0.293 0.630  0.271